1.
The following is a quantum chemistry calculation of one molecule with the formula C6H9Br, from the OMol25 dataset.

Last column: Löwdin charge in e.
Cartesian coordinates (Å):
C (-0.789, -1.421, 1.000)  0.055
C (-0.762, -0.472, 0.093)  -0.322
C (1.881, -0.503, -0.233)  -0.125
C (1.401, 0.858, -0.713)  -0.102
C (0.542, -0.354, -0.843)  -0.791
C (-1.749, 0.661, -0.172)  -0.063
Br (0.296, -1.128, -2.609)  0.712
H (-1.624, -1.537, 1.619)  0.050
H (0.059, -2.020, 1.263)  0.067
H (2.593, -0.979, -0.771)  0.064
H (2.035, -0.723, 0.742)  0.071
H (0.944, 1.521, -0.037)  0.092
H (1.627, 1.145, -1.679)  0.069
H (-2.278, 1.075, 0.747)  0.101
H (-1.161, 1.499, -0.520)  0.054
H (-2.530, 0.660, -0.919)  0.069

Values from the calculation:
- net charge = 0
- relative energy (zero: lowest compared OMol25 entry of this formula, charge and spin) (kJ/mol) = 155.11
- gap between HOMO and LUMO (eV) = 10.632
- SMILES string = C=C(C)C1(Br)CC1
- calculated total energy (Ha) = -2807.94575
- HOMO energy (eV) = -9.75
- largest force on an atom (eV/Å) = 3.23
- M (g/mol) = 161.0

=====

2.
The following is a quantum chemistry calculation of a 2-piece molecular cluster, C6H9Br2O2 overall, from the OMol25 dataset.

Last column: Löwdin charge in e.
Cartesian coordinates (Å):
C (-1.696, 0.878, 0.601)  -0.707
C (-1.037, 0.340, -1.825)  -0.183
C (1.069, -1.651, 1.092)  -0.154
C (1.629, 0.589, 0.335)  -0.073
C (-1.538, 0.017, -0.445)  -0.663
C (1.985, -0.630, 0.522)  -0.807
O (-1.404, 2.228, 0.138)  -0.042
O (-2.074, 0.792, 1.774)  -0.071
Br (-2.384, -1.790, -0.282)  0.517
Br (3.593, -1.275, -0.313)  0.636
H (-1.537, -0.136, -2.674)  0.044
H (-1.040, 1.455, -2.001)  0.080
H (-0.004, -0.044, -1.846)  0.047
H (1.520, -2.270, 1.929)  0.085
H (0.198, -1.208, 1.529)  0.059
H (1.075, -2.431, 0.283)  0.079
H (0.754, 1.071, 0.572)  0.022
H (-1.186, 2.694, 0.917)  0.045
H (2.078, 1.371, -0.307)  0.084

Values from the calculation:
- net charge = -1
- relative energy (zero: lowest compared OMol25 entry of this formula, charge and spin) (kJ/mol) = 19.62
- gap between HOMO and LUMO (eV) = 5.889
- calculated total energy (Ha) = -5532.52270
- HOMO energy (eV) = -3.00
- largest force on an atom (eV/Å) = 4.12
- M (g/mol) = 272.9

=====

3.
The following is a quantum chemistry calculation of an isolated ion of composition C6H9BrN3O2 and charge +1, from the OMol25 dataset.

Last column: Löwdin charge in e.
Cartesian coordinates (Å):
C (-0.201, -0.446, 0.374)  -0.665
C (-1.621, -0.610, -0.174)  -0.229
C (0.354, 0.912, -0.375)  -0.433
C (-0.208, -0.151, 1.815)  -0.202
C (2.767, 0.586, 0.275)  -0.122
C (-1.879, -1.665, -1.245)  -0.052
N (1.666, 1.255, -0.370)  0.072
N (3.871, 1.254, 0.085)  0.097
N (-2.695, -0.039, 0.258)  0.272
O (-0.494, 1.659, -0.782)  0.123
O (-1.237, 0.404, 2.250)  0.039
Br (0.838, -1.985, 0.030)  0.942
H (0.541, -0.449, 2.619)  0.168
H (-1.102, -1.801, -2.008)  0.083
H (-2.934, -1.720, -1.628)  0.113
H (-1.777, -2.760, -0.928)  0.113
H (1.742, 2.206, -0.716)  0.153
H (3.952, 2.027, -0.579)  0.125
H (4.654, 0.684, 0.223)  0.084
H (-2.652, 0.745, 0.996)  0.189
H (-3.587, -0.107, -0.119)  0.130

Values from the calculation:
- net charge = +1
- relative energy (zero: lowest compared OMol25 entry of this formula, charge and spin) (kJ/mol) = 183.31
- gap between HOMO and LUMO (eV) = 8.149
- calculated total energy (Ha) = -3122.45905
- HOMO energy (eV) = -12.68
- largest force on an atom (eV/Å) = 5.12
- M (g/mol) = 235.1

=====

4.
The following is a quantum chemistry calculation of C6H9CeCl2O4PTi as an isolated structure, from the OMol25 dataset.

Last column: Löwdin charge in e.
Cartesian coordinates (Å):
Ti (-1.714, 1.625, -2.576)  0.863
Ce (-0.839, 0.494, 0.236)  1.098
Cl (-1.755, 2.952, -0.618)  0.442
Cl (0.213, 0.299, -2.311)  0.422
C (0.486, -1.738, 0.075)  -0.014
C (-3.398, 1.039, -1.981)  -0.293
C (-2.847, 0.201, -3.171)  -0.141
O (1.224, -2.617, -0.031)  0.246
O (-4.442, 1.004, -1.372)  0.381
O (-3.295, -0.754, -3.753)  0.425
C (2.154, -0.610, 3.327)  -0.118
P (2.102, 0.945, 2.441)  0.681
C (2.175, 2.299, 3.607)  -0.119
C (3.487, 1.051, 1.309)  -0.122
O (0.776, 1.029, 1.640)  -0.550
H (3.118, -0.716, 3.847)  0.107
H (2.018, -1.451, 2.636)  0.058
H (1.338, -0.630, 4.063)  0.091
H (3.095, 2.237, 4.211)  0.107
H (2.161, 3.259, 3.072)  0.087
H (1.304, 2.264, 4.275)  0.088
H (3.387, 0.283, 0.532)  0.068
H (3.480, 2.035, 0.822)  0.086
H (4.448, 0.914, 1.829)  0.107

Values from the calculation:
- net charge = +4
- relative energy (zero: lowest compared OMol25 entry of this formula, charge and spin) (kJ/mol) = 65.68
- ⟨S²⟩ = 2.022
- gap between HOMO and LUMO (alpha / beta) (eV) = 5.064 / 4.357
- calculated total energy (Ha) = -3119.57915
- HOMO energy (alpha / beta) (eV) = -24.09 / -24.10
- largest force on an atom (eV/Å) = 12.77
- M (g/mol) = 435.0
- multiplicity = 3

=====

5.
The following is a quantum chemistry calculation of one molecule with the formula C6H9ClN2OS, from the OMol25 dataset.

Last column: Löwdin charge in e.
Cartesian coordinates (Å):
C (0.810, 0.145, 0.469)  -0.339
C (-0.471, 0.343, 0.878)  -0.401
C (0.810, -1.293, 0.248)  -0.570
C (-0.922, 1.604, 1.501)  -0.050
C (-0.980, -3.042, 0.404)  -0.058
C (2.755, 0.620, -1.355)  -0.245
N (-1.248, -0.758, 0.916)  0.124
N (-0.493, -1.742, 0.465)  -0.251
O (3.200, 0.730, 1.321)  -0.537
S (2.206, 1.256, 0.322)  0.905
Cl (1.962, -2.473, -0.244)  0.747
H (-1.487, 1.279, 2.384)  0.078
H (-0.098, 2.410, 1.607)  0.101
H (-1.825, 1.991, 0.911)  0.099
H (-1.431, -3.121, -0.542)  0.086
H (-0.182, -3.749, 0.740)  0.086
H (-1.579, -3.145, 1.348)  0.117
H (3.645, 1.227, -1.675)  0.057
H (2.197, 0.998, -2.231)  0.062
H (3.029, -0.414, -1.197)  -0.013

Values from the calculation:
- net charge = 0
- relative energy (zero: lowest compared OMol25 entry of this formula, charge and spin) (kJ/mol) = 61.21
- gap between HOMO and LUMO (eV) = 9.586
- calculated total energy (Ha) = -1277.05457
- HOMO energy (eV) = -8.98
- largest force on an atom (eV/Å) = 5.10
- M (g/mol) = 192.7

=====

6.
The following is a quantum chemistry calculation of a 2-piece molecular cluster, C6H9ClN3O2 overall, from the OMol25 dataset.

Last column: Löwdin charge in e.
Cartesian coordinates (Å):
C (-0.703, 0.922, 0.529)  -0.031
C (1.104, -0.691, 0.439)  -0.185
C (-1.254, -1.507, 3.117)  -0.152
C (0.404, 0.441, -0.159)  -0.175
C (-0.708, -0.766, 2.004)  -0.308
C (0.269, 2.072, -1.897)  0.014
N (-1.186, 0.378, 1.629)  0.169
N (0.451, -1.338, 1.448)  0.201
N (2.365, -1.073, 0.241)  0.220
O (-0.769, -2.558, 3.505)  0.093
O (1.088, 1.172, -1.051)  -0.049
Cl (-2.437, -2.170, -0.430)  0.334
H (-1.131, 1.844, 0.234)  0.121
H (-2.170, -1.085, 3.508)  0.141
H (-3.213, -3.152, -0.706)  -0.213
H (0.719, 3.062, -2.085)  0.119
H (-0.776, 2.097, -1.623)  0.075
H (0.202, 1.466, -2.803)  0.104
H (0.597, -2.313, 1.942)  0.227
H (3.006, -0.777, -0.586)  0.202
H (2.736, -1.804, 0.740)  0.092

Values from the calculation:
- net charge = +1
- relative energy (zero: lowest compared OMol25 entry of this formula, charge and spin) (kJ/mol) = 0.00
- gap between HOMO and LUMO (eV) = 8.131
- calculated total energy (Ha) = -1008.69191
- HOMO energy (eV) = -13.19
- largest force on an atom (eV/Å) = 4.95
- M (g/mol) = 190.6